#1
{
  "formula": "C3H4Cl2",
  "method": "ωB97M-V/def2-TZVPD",
  "gap_ev": 10.203,
  "homo_ev": -9.36,
  "multiplicity": 1,
  "species": ["C", "C", "C", "H", "H", "H", "H", "Cl", "Cl"],
  "xyz": [[-1.21524, 0.05571, 0.02589], [0.14730, -0.54416, -0.10902], [1.22402, 0.22003, -0.01107], [-1.16924, 1.08824, -0.19795], [-1.61625, -0.14770, 1.05287], [-1.96797, -0.54611, -0.61539], [0.35537, -1.66951, -0.12873], [1.43291, 1.93437, -0.02397], [2.80911, -0.39087, 0.00738]],
  "mulliken_charge": [-0.96, -0.07, 0.28, 0.35, 0.25, 0.26, 0.26, -0.18, -0.19]
}

***

#2
{
  "formula": "C3H4Cl2",
  "method": "ωB97M-V/def2-TZVPD",
  "gap_ev": 9.043,
  "homo_ev": -9.09,
  "multiplicity": 1,
  "species": ["C", "C", "C", "H", "H", "H", "H", "Cl", "Cl"],
  "xyz": [[-1.05849, 0.45085, 0.55049], [-0.10861, -0.59395, -0.22616], [1.30214, 0.02115, -0.47740], [-0.35006, 0.94611, 1.33274], [-1.69289, -0.33779, 1.01070], [-0.40192, -2.10388, -0.45097], [1.93577, 1.00116, -0.30968], [-1.81245, 1.91458, -0.12024], [2.18651, -1.29823, -1.30948]],
  "mulliken_charge": [-0.41, -0.24, -0.12, 0.25, 0.30, 0.25, 0.32, -0.16, -0.20]
}

***

#3
{
  "formula": "C3H4Cl2",
  "method": "ωB97M-V/def2-TZVPD",
  "gap_ev": 10.683,
  "homo_ev": -9.74,
  "multiplicity": 1,
  "smiles": "Cl[C@@H]1C[C@H]1Cl",
  "species": ["Cl", "C", "C", "C", "Cl", "H", "H", "H", "H"],
  "xyz": [[-0.52228, 2.33104, 0.47353], [0.21101, 0.73890, 0.48474], [0.65810, -0.45167, -0.78867], [-0.55632, -0.52370, 0.19029], [-1.11265, -1.68706, 1.32450], [0.92359, 0.75195, 1.34910], [0.07323, -0.38088, -1.91677], [1.73661, -0.78912, -0.70895], [-1.41130, 0.01053, -0.40777]],
  "mulliken_charge": [-0.17, -0.22, -0.42, -0.08, -0.17, 0.31, 0.21, 0.30, 0.24]
}

***

#4
{
  "formula": "C3H4Cl2",
  "method": "ωB97M-V/def2-TZVPD",
  "gap_ev": 10.415,
  "homo_ev": -9.75,
  "multiplicity": 1,
  "species": ["C", "C", "C", "H", "H", "H", "H", "Cl", "Cl"],
  "xyz": [[-1.02607, 0.60136, 0.40957], [-0.73626, 1.57956, -0.53227], [0.39474, 1.04948, 0.30639], [-1.76908, 0.75941, 1.31252], [-1.20849, 2.52213, -0.44170], [-0.40679, 1.03880, -1.30301], [0.80299, 1.76757, 0.97074], [-0.93616, -1.21068, -0.05866], [1.57069, -0.28758, -0.03785]],
  "mulliken_charge": [0.02, -0.56, -0.37, 0.30, 0.30, 0.34, 0.36, -0.22, -0.18]
}

***

Which one is the least stable? From the structures above, #2.